(1)
# C16H12BCl44NO2P

A cluster of 12 separate species, C16H12BCl44NO2P in total in a non-equilibrium geometry (wB97M-V/def2-TZVPD, the OMol25 dataset).

Energy above the lowest of the compared OMol25 structures with the same formula, charge and spin = 0.00 kJ/mol
Total charge = +1
HOMO-LUMO gap = 0.316 hartree

Last column: Löwdin charge in e.
Geometry (Å):
Cl: 1.66 1.72 7.13  0.541
Cl: 8.01 3.35 -7.33  0.505
Cl: -1.41 6.50 -4.50  0.530
Cl: -1.31 1.02 2.09  0.479
Cl: 1.40 -1.76 3.68  0.558
Cl: -7.05 8.80 -5.01  0.536
Cl: -4.16 -0.15 3.03  0.471
Cl: 1.43 2.03 -4.07  0.492
Cl: -0.32 -3.49 9.93  0.529
Cl: -5.09 7.11 -3.76  0.494
Cl: -0.52 3.86 -5.25  0.472
Cl: 9.43 1.74 -5.41  0.531
Cl: 7.28 2.85 -10.55  0.499
Cl: 8.42 0.43 -9.45  0.508
Cl: 0.06 1.95 11.97  0.493
Cl: 7.62 0.53 -12.22  0.528
Cl: -1.89 2.56 14.00  0.530
Cl: 6.63 2.34 -5.01  0.467
Cl: 0.35 -3.55 5.68  0.562
Cl: -0.70 3.33 6.72  0.545
Cl: -1.43 -1.85 7.83  0.473
Cl: -7.00 -0.03 3.55  0.555
Cl: 0.90 2.33 14.70  0.533
Cl: -1.97 5.48 -7.14  0.541
Cl: -0.38 0.83 5.31  0.437
Cl: 4.10 1.00 -4.45  0.512
Cl: -1.20 -0.81 10.50  0.506
Cl: -3.14 -2.87 9.92  0.537
Cl: 2.93 1.09 -1.81  0.555
Cl: -2.42 3.33 0.80  0.570
Cl: -3.33 4.38 -4.85  0.503
Cl: -1.82 0.99 -0.76  0.537
Cl: 9.92 2.01 -11.33  0.534
Cl: 0.32 2.60 0.30  0.554
Cl: -0.26 -3.93 2.84  0.598
Cl: -5.42 -2.20 4.61  0.534
Cl: -1.44 -1.77 4.29  0.450
Cl: 1.94 -0.79 -3.79  0.514
Cl: -5.94 -2.04 1.78  0.505
Cl: -4.32 8.84 -5.93  0.522
Cl: -5.98 6.54 -6.44  0.513
Cl: 1.27 3.09 4.62  0.527
Cl: -0.60 -0.02 13.98  0.517
Cl: 8.60 4.42 -4.72  0.539
P: -1.28 -4.37 -1.40  0.994
O: 1.05 -1.19 -0.49  -0.100
O: 0.85 -5.26 -3.04  0.174
N: -1.37 -5.80 -3.99  0.143
C: 8.31 1.45 -10.89  -2.061
C: -5.61 7.83 -5.29  -2.059
C: -0.12 -5.78 0.87  0.041
C: 0.03 -2.76 4.15  -1.990
C: -1.30 2.00 0.62  -2.028
C: -0.75 -2.63 -1.28  -0.239
C: -3.06 -4.50 -1.35  -0.161
C: 2.61 0.84 -3.53  -2.014
C: 0.46 2.25 5.95  -2.041
C: -0.63 -5.19 -0.05  -0.256
C: -1.53 -2.25 9.55  -2.048
C: -0.38 1.70 13.66  -2.062
C: 0.44 -2.44 -0.32  -0.317
C: -5.64 -1.10 3.25  -2.055
C: -1.81 5.06 -5.44  -2.040
C: 8.17 2.97 -5.62  -2.043
B: -0.50 -5.23 -3.00  -0.614
H: 1.18 -3.21 -0.52  0.118
H: 0.09 -2.59 0.69  0.055
H: -1.11 -5.48 -4.92  0.095
H: -1.58 -2.04 -0.92  0.080
H: -1.24 -6.82 -4.01  0.101
H: -3.46 -4.50 -2.36  0.066
H: -3.30 -5.46 -0.92  0.073
H: 1.31 -4.45 -2.79  0.113
H: -3.50 -3.70 -0.76  0.062
H: 0.56 -6.32 1.50  0.067
H: -0.46 -2.30 -2.28  0.089
H: 0.37 -0.51 -0.58  0.019

***

(2)
# C16H12BaCl2N5O7S2

A structure of composition C16H12BaCl2N5O7S2 in a non-equilibrium geometry (wB97M-V/def2-TZVPD, the OMol25 dataset).

Energy above the lowest of the compared OMol25 structures with the same formula, charge and spin = 1782.66 kJ/mol
Total charge = -1
HOMO-LUMO gap = 0.210 hartree

Last column: Löwdin charge in e.
Geometry (Å):
Ba: 1.11 0.42 -1.26  1.933
Cl: 2.74 2.71 0.72  0.791
Cl: 0.77 3.65 -1.29  0.472
S: -2.14 -0.04 -0.71  0.599
S: -4.24 -0.72 1.16  0.849
O: 0.35 -0.28 -3.47  -0.307
O: -1.27 0.23 -5.63  0.085
O: -0.83 -1.09 -7.26  0.041
O: -0.81 -5.76 -6.21  0.045
O: 0.49 -2.02 -0.73  -0.182
O: 2.40 -1.77 -1.79  -0.157
O: 0.04 -6.42 -4.35  0.045
N: 1.38 1.87 1.05  -0.414
N: -0.84 -0.81 -6.07  -0.352
N: -0.60 -0.75 2.14  0.045
N: -1.74 -1.17 1.78  -0.063
N: -0.31 -5.54 -5.11  -0.369
C: 2.38 3.77 -0.72  -0.874
C: -0.15 -4.16 -4.69  -0.156
C: -0.53 -3.15 -5.54  0.066
C: -0.18 0.47 1.77  -0.209
C: 4.43 2.61 1.38  -0.170
C: 1.16 0.86 1.92  -0.347
C: 0.40 -3.89 -3.43  0.062
C: -4.29 -1.45 2.81  -0.412
C: 4.37 1.51 2.16  -0.277
C: 1.22 -2.19 -1.74  -0.793
C: -0.40 -1.84 -5.13  -0.062
C: 0.57 -2.59 -3.04  -0.062
C: 0.15 -1.47 -3.87  -0.317
C: 2.19 0.20 2.72  -0.022
C: 3.50 0.50 2.76  -0.082
C: -2.54 -0.63 0.80  -1.149
H: -0.94 -3.37 -6.51  0.127
H: 3.14 4.40 -1.13  0.002
H: -3.80 -2.42 2.81  0.034
H: 1.83 -0.62 3.34  0.107
H: 5.39 1.41 2.56  0.081
H: -5.35 -1.56 3.04  0.026
H: -0.81 1.17 1.21  0.077
H: 4.07 -0.13 3.43  0.101
H: -3.82 -0.81 3.54  0.033
H: 2.40 3.66 1.58  0.047
H: 3.13 1.62 -0.21  -0.024
H: 0.71 -4.70 -2.79  0.131

***

(3)
# C16H12Br2NS4SbTi

A structure of composition C16H12Br2NS4SbTi in a non-equilibrium geometry (wB97M-V/def2-TZVPD, the OMol25 dataset).

Energy above the lowest of the compared OMol25 structures with the same formula, charge and spin = 69.45 kJ/mol
Multiplicity = 2
Total charge = -1
HOMO-LUMO gap (spin up / spin down) = 0.151 / 0.135 hartree

Last column: Löwdin charge in e.
Geometry (Å):
Sb: -0.24 -2.34 -2.99  0.130
Br: -0.54 0.94 2.58  0.735
Br: -2.01 -2.18 2.69  0.091
Ti: -0.68 -1.49 0.80  0.058
S: -0.43 -3.70 0.00  0.047
S: -1.90 -2.62 -0.91  -0.039
S: -0.34 -0.10 -3.62  -0.256
S: -1.76 -3.16 -4.54  -0.468
N: -0.26 0.09 -0.29  -0.101
C: -2.58 0.58 -0.46  -0.057
C: -1.24 0.91 -0.72  -0.316
C: 0.43 2.43 -1.58  -0.010
C: -3.58 1.41 -0.90  -0.048
C: 4.13 -1.34 0.81  -0.087
C: 2.17 -2.37 1.75  -0.117
C: -3.28 2.59 -1.59  -0.069
C: 1.95 -0.51 0.23  -0.192
C: -0.56 0.58 4.46  -0.394
C: 1.40 1.60 -1.08  -0.003
C: -1.98 2.94 -1.83  -0.023
C: 3.55 -2.30 1.63  -0.083
C: 3.34 -0.44 0.12  -0.022
C: 1.03 0.41 -0.42  -0.250
C: -0.93 2.12 -1.39  -0.216
C: 1.35 -1.50 1.05  -0.261
H: -2.83 -0.35 0.07  0.055
H: 0.69 3.33 -2.11  0.124
H: -1.49 0.08 4.72  -0.043
H: 3.81 0.30 -0.51  0.105
H: 4.18 -3.00 2.16  0.099
H: 1.73 -3.13 2.39  0.101
H: -0.36 1.48 5.02  -0.023
H: -1.75 3.84 -2.39  0.115
H: -4.09 3.22 -1.92  0.102
H: 2.45 1.84 -1.20  0.110
H: 5.21 -1.31 0.70  0.098
H: -4.61 1.14 -0.72  0.111

***

| no. | E_tot (Eh) |
| --- | --- |
| 1 | -21436.37356 |
| 2 | -3159.00662 |
| 3 | -8502.26584 |